173
Properties=species:S:1:pos:R:3:lowdin_charge:R:1 method="wB97M-V/def2-TZVPD" e_above_lowest_kcal_mol=219.1 homo_ev=-9.755 total_charge=+1 gap_ev=6.69
O 11.268 4.452 0.654 -0.1910
H 1.648 3.585 -1.843 0.0902
N -1.715 3.628 -1.272 0.1396
S 0.545 -11.598 7.474 0.6488
H -4.796 -1.698 -3.456 0.0877
O 6.253 -3.106 2.614 -0.1846
H -1.968 6.893 -4.996 0.1207
H -2.708 0.950 -4.154 0.1033
O 0.809 -2.706 -4.701 -0.2500
C 10.100 5.089 0.136 -0.1701
O -3.638 7.025 -6.718 -0.0714
H -5.336 0.349 -7.536 0.1136
H 0.849 2.504 -3.081 0.1308
H 9.199 3.360 -0.815 0.1081
H -5.605 8.171 -4.278 0.1105
H -9.262 3.030 -4.511 0.0858
H 1.235 1.061 -1.095 0.1415
S 5.416 2.926 -0.372 0.6557
H -0.617 -1.668 -2.672 0.1003
C -0.284 -5.987 -4.071 -0.1717
C -6.898 1.241 -6.240 -0.0854
C -1.958 5.795 -5.352 -0.1429
H 6.274 0.744 1.365 0.1365
C 1.009 1.072 7.014 -0.1696
O 0.015 -0.849 7.922 -0.1957
H 0.768 -6.003 8.841 0.1383
H -0.667 -3.291 8.853 0.1184
O -1.036 -11.754 7.804 -0.1901
H -3.860 2.887 -2.766 0.1022
H -0.745 1.037 -2.773 0.1416
H -0.845 -3.863 -1.338 0.1073
H -6.922 4.705 -5.444 0.0618
O 1.940 -2.299 10.431 -0.2432
H 2.425 4.839 -0.323 0.0748
H -3.582 -0.200 -5.729 0.1121
H 0.170 2.188 0.030 0.1227
H 9.090 4.850 -1.785 0.1365
O -1.642 -5.780 4.283 -0.1834
C 4.744 2.181 1.913 -0.1564
C -0.934 -10.143 6.103 -0.1737
H 1.501 -5.464 -2.951 0.1315
S 1.722 -3.718 10.470 0.6522
C 9.714 4.282 -1.094 -0.1858
H 7.645 -4.425 1.888 0.1381
H 8.321 -2.896 2.507 0.1408
C -5.458 -0.814 -3.114 -0.0905
H 1.787 4.585 -4.049 0.0840
O 4.294 -1.924 1.655 -0.2502
H -1.781 -9.863 8.081 0.1340
H -2.498 1.924 -0.260 0.1521
H 1.705 -6.880 -4.015 0.1405
C -3.397 0.746 -3.260 -0.1737
H 3.652 2.244 1.911 0.1308
H -1.513 3.827 -0.265 0.1806
C -2.158 2.193 -1.333 -0.1913
C -0.914 -1.619 -1.572 0.0093
O 0.164 -4.108 -6.689 -0.2143
H 2.075 6.357 0.626 0.1119
H 1.820 6.276 -4.736 0.1140
H -3.303 4.240 -4.423 0.1011
O 1.667 -5.024 -4.949 -0.1844
H -0.245 3.967 -4.486 0.1226
H -1.467 2.743 -3.926 0.1126
C -4.899 7.061 -6.061 -0.4047
C -4.870 0.475 -3.915 -0.3071
S 5.057 -3.131 1.520 0.6584
O -1.803 -5.509 6.738 -0.2224
H -8.451 1.397 -3.934 0.0742
H 2.469 6.555 -1.146 0.0925
H -4.174 -3.772 3.645 0.1388
H 0.755 0.662 9.140 0.1445
H 0.167 1.769 7.051 0.1327
H -2.387 5.574 -7.552 0.1422
H -2.950 -5.661 2.706 0.1366
O 6.788 3.109 -0.739 -0.2189
H -3.716 4.847 -6.513 0.1111
C -3.512 1.951 -2.216 -0.1027
H 10.362 6.116 -0.132 0.1338
C -1.745 -10.623 7.296 -0.1693
C -3.314 -4.137 4.206 -0.1704
H -4.162 7.061 -3.869 0.0716
H 1.965 -0.365 8.331 0.1319
H 0.573 -4.872 7.478 0.1158
H -7.688 0.499 -6.606 0.1163
H 9.308 5.101 0.886 0.1332
H -2.781 -3.289 4.646 0.1229
O 0.430 -10.312 6.489 -0.1934
H 4.621 0.078 1.343 0.0999
C -0.415 -4.249 9.317 -0.1774
H 8.025 -3.152 -0.156 0.1414
C 0.699 -4.949 8.558 -0.1766
O -5.920 7.057 -6.794 0.0657
O -0.027 7.276 -3.364 0.0881
H -7.749 3.061 -3.457 0.0815
C -1.148 -0.257 -0.903 -0.1272
C -1.077 -2.889 -0.767 -0.1080
O 0.952 -12.727 6.693 -0.2272
O 4.458 -4.431 1.536 -0.2106
S -2.529 -6.028 5.617 0.6549
C -5.362 0.924 -6.536 -0.1985
O 5.980 -3.015 0.192 -0.1877
C 0.433 6.153 -3.013 -0.3540
H -5.685 3.696 -6.346 0.0454
O 10.953 3.928 -1.709 -0.1893
C -2.991 5.724 -6.584 -0.1546
H -6.521 -1.080 -3.425 0.0849
O -0.690 -4.665 -4.430 -0.2074
H -1.117 -10.769 5.224 0.1355
S 0.489 -3.968 -5.302 0.6438
O 12.186 2.340 -0.258 -0.2312
S -0.101 -1.042 6.315 0.6346
H -3.072 -0.250 -2.815 0.1031
O 5.133 1.336 -0.234 -0.1822
O -3.050 -7.361 5.577 -0.2266
C 0.351 5.747 -0.677 -0.3270
C -1.112 3.827 -3.737 -0.0830
C -5.131 7.139 -4.487 0.0071
C -1.667 -1.825 1.154 -0.1194
C -1.528 -0.434 0.577 -0.0050
O 0.826 0.218 5.883 -0.1983
H -0.560 -6.659 -4.888 0.1365
N -0.317 5.454 -1.951 0.0416
H -1.991 -1.866 2.260 0.1077
O 0.127 -3.983 10.610 -0.1838
H -5.868 6.336 -4.119 0.0856
C 0.680 3.037 -2.070 -0.0737
O 1.224 -11.194 8.667 -0.2247
C 1.002 0.140 8.216 -0.1660
O 5.256 3.308 1.195 -0.1896
O -3.731 -4.996 5.268 -0.1808
C 7.329 -2.730 0.569 -0.1637
C 1.227 -5.905 -3.914 -0.1656
H 7.452 -1.644 0.601 0.1244
H -1.710 -4.380 2.747 0.1030
H -0.781 -6.307 -3.156 0.1349
N -1.468 -3.109 0.580 0.0392
H -5.186 -1.061 -5.547 0.1150
O 13.210 4.547 -0.890 -0.2197
H -0.902 5.603 -5.735 0.1088
O -0.392 5.996 0.321 0.0557
H 2.736 5.944 -3.187 0.0907
H -4.378 1.673 -1.504 0.1361
H -5.565 1.373 -3.823 0.1160
C 1.921 5.874 -0.411 0.0089
C 1.774 5.695 -3.740 0.0038
H -1.706 0.481 1.235 0.1000
H -2.761 -10.904 7.018 0.1378
C 5.225 0.963 1.143 -0.1671
S 12.080 3.737 -0.556 0.6506
O -1.452 -0.761 5.926 -0.2416
C -8.283 2.465 -4.287 -0.0852
C -4.672 -0.031 -5.444 -0.1761
C -7.341 2.430 -5.577 -0.2927
H -2.559 4.211 -1.481 0.1845
O 2.407 -4.582 11.381 -0.2177
H -5.314 -0.736 -1.985 0.0765
O 1.904 -4.297 8.967 -0.1879
O 4.332 3.516 -1.101 -0.2536
C -2.384 -4.987 3.355 -0.1709
H -2.573 5.454 -3.238 0.1056
H -1.314 -4.861 9.394 0.1318
O 0.578 -2.248 5.949 -0.2229
H -4.698 1.845 -6.652 0.0916
C -6.808 3.828 -6.170 -0.0635
C 0.371 1.815 -1.028 -0.0920
H 5.105 2.188 2.942 0.1421
H -7.290 4.010 -7.184 0.1001
C -0.988 1.138 -1.655 -0.2105
C -0.612 4.030 -2.199 -0.3371
C -2.339 4.780 -4.148 -0.1653
C 7.497 -3.343 1.951 -0.1622
H 1.939 1.632 6.927 0.1365
H -1.137 -9.102 5.855 0.1116